1.
74
Properties=species:S:1:pos:R:3:forces:R:3 method="wB97M-V/def2-TZVPD" e_lumo_ha=-0.1210 max_force_ev_per_a=14.574 energy_ev=-51139.7215 relative_energy_kj_mol=461.3 charge=+1 homo_ev=-11.3965
C 1.533 -4.184 2.161 3.7657 -1.7124 2.0933
C 0.430 -3.528 1.584 -1.0139 3.6190 -4.4446
N 0.319 -2.045 2.040 -2.0624 1.8466 -1.5639
C -0.117 -1.986 3.457 -3.1302 0.4385 1.0247
C 1.644 -1.164 1.962 -0.0735 -8.1804 -7.2212
C 2.158 -1.204 0.430 -0.7236 6.0830 6.5026
C -0.806 -1.292 1.196 0.0806 -4.8736 0.0350
C -2.224 -1.691 1.524 1.6231 14.1852 2.9226
O -3.067 -1.001 0.583 1.3013 1.2941 0.9833
C -3.683 -1.930 -0.205 0.9022 -3.4541 -2.4419
H 2.559 -3.799 1.814 -1.5875 -0.1158 0.5274
H 1.524 -5.161 1.632 0.1009 -0.0622 1.2599
H 1.529 -4.164 3.324 0.1814 -0.8895 -2.0413
H -0.573 -3.897 1.734 -0.0645 -0.5815 0.2010
H 0.682 -3.517 0.391 -1.0738 0.2995 2.6318
H -0.345 -0.987 4.061 1.6759 -1.6380 -1.8402
H 0.528 -2.708 3.847 1.0472 -0.2639 1.9672
H -1.150 -2.426 3.604 1.1811 -0.0186 -0.6339
H 2.281 -1.689 2.526 2.4453 -1.1571 2.7445
H 1.218 -0.386 2.237 -2.3970 7.8247 2.7279
H 3.155 -0.851 0.595 0.5922 1.1597 -0.5591
H 1.492 -0.510 0.017 -0.3142 0.6860 -1.8727
H 2.319 -2.080 0.101 0.0827 -6.5553 -2.7481
H -0.799 -1.465 0.127 1.1896 -0.1852 -0.2029
H -0.705 -0.326 1.388 0.6898 4.3374 0.6953
H -2.569 -1.456 2.632 0.6388 0.6416 -2.0867
H -2.421 -2.538 1.568 -2.7618 -14.1706 -0.5591
H -2.868 -2.715 -0.789 -2.1249 2.0642 1.7702
H -4.258 -1.504 -1.019 0.0079 0.4518 0.0091
H -4.349 -2.485 0.449 -0.2271 -0.6746 -0.3564
Li -3.660 1.157 0.011 1.0172 -0.0845 -0.3660
N -1.468 1.296 -1.082 -0.8001 -5.4452 3.3298
O -1.708 1.808 0.053 0.5116 1.8402 0.3520
O -0.471 0.536 -1.176 0.0667 2.2300 -1.2069
O -2.495 1.046 -1.740 -0.6324 0.8699 -1.9343
C -0.811 -3.588 -5.319 4.5753 3.0934 -1.0934
C -0.228 -2.622 -4.296 -0.1888 -2.6556 -3.3789
C -1.036 -2.380 -3.214 -6.5845 3.4657 5.1889
O -0.379 -2.927 -2.104 -1.2556 -1.1223 2.5346
C 0.777 -3.359 -2.479 6.1161 -1.6116 4.5734
O 1.740 -3.775 -1.696 -4.8958 1.5539 -3.2211
O 0.923 -3.143 -3.731 2.7852 -0.7287 -2.1401
H 0.143 -3.651 -5.920 -1.6334 -0.8471 -0.3360
H -1.633 -3.170 -5.799 -1.2535 0.6922 -1.0774
H -1.021 -4.392 -4.801 -1.2166 -4.7014 1.9366
H -0.070 -1.850 -4.908 1.5216 3.7515 -1.4992
H -2.106 -2.808 -3.299 1.6432 0.3101 0.1625
H -1.209 -1.312 -2.818 0.2794 -1.0502 -1.4157
C -1.234 4.677 -2.096 0.1653 -2.4322 0.7674
C 0.095 4.585 -1.426 -0.6124 -2.0930 0.0251
C 1.063 3.402 -2.014 -3.6239 1.7587 -0.3023
O 2.176 4.217 -2.302 1.0037 -0.0444 -0.2134
C 1.967 5.522 -2.018 6.8420 4.9811 -0.3085
O 2.873 6.468 -2.105 -4.4717 -5.3745 -0.0764
O 0.809 5.781 -1.510 -0.8436 0.0396 -0.2014
H -1.885 3.882 -1.780 0.0586 -1.1156 0.5949
H -1.219 4.478 -3.115 0.5134 0.2218 -2.1827
H -1.899 5.425 -1.898 -0.8927 2.9931 0.6133
H 0.033 4.346 -0.390 -0.5233 0.0627 0.9528
H 0.510 3.056 -3.001 1.6426 0.1430 1.8973
H 1.126 2.623 -1.185 0.8288 0.8681 -1.5674
C -0.281 3.237 2.507 -1.1333 4.8048 4.0358
C 1.099 3.769 2.710 0.0578 -1.3764 3.5360
C 2.004 2.810 3.657 1.6180 -0.5752 1.0544
O 2.677 1.892 2.661 -1.0093 0.0826 3.0398
C 2.527 2.391 1.512 3.1139 0.8753 -7.5083
O 3.162 1.985 0.448 -3.8982 1.9944 5.1527
O 1.739 3.558 1.534 2.5943 -0.9839 -3.0315
H -0.711 3.907 1.777 -0.7541 -0.2634 -0.1334
H -0.816 3.246 3.528 0.3624 0.2297 -1.6561
H -0.202 2.305 2.218 0.0612 -4.7467 -1.8921
H 1.098 4.844 3.070 0.4275 -1.2816 -0.5946
H 1.750 2.048 4.483 -0.8168 1.5705 -1.3456
H 2.848 3.388 4.118 -0.7173 -0.2971 -0.5887



2.
66
Properties=species:S:1:pos:R:3:forces:R:3 method="wB97M-V/def2-TZVPD" e_lumo_ha="-0.0014 / -0.0011" max_force_ev_per_a=3.526 energy_ev=-69514.0002 charge=0 homo_ev="-6.8280 / -6.7820" multiplicity=3 s_squared=2.00
C -0.784 4.063 -2.288 0.4252 0.4055 0.1154
C -0.817 2.723 -1.918 0.0812 -0.2849 0.0258
N 0.044 2.228 -0.998 0.0814 0.9729 -0.3618
C 0.964 3.033 -0.418 0.1006 -0.2738 0.1217
C 1.002 4.396 -0.706 -0.1460 0.1209 -0.0909
C 0.122 4.924 -1.662 -0.0106 -0.7144 0.1955
C -1.787 1.808 -2.651 -0.2829 -0.7550 -0.3207
P -2.262 0.238 -1.784 -0.7192 -0.0829 0.0371
Pr 0.071 -0.175 -0.253 -0.4872 -2.5230 0.9977
P 2.543 0.681 0.547 0.9624 -0.0410 -0.1143
C 1.964 2.473 0.638 0.3571 0.1722 0.4787
C 0.079 -2.677 -0.266 -0.2947 3.5038 -0.2596
C -0.953 -3.192 0.496 0.4894 -1.8233 -0.1341
C -0.935 -4.583 0.708 -0.6239 0.7299 0.2529
C 0.091 -5.359 0.166 -0.0268 -0.0491 0.1141
C 1.131 -4.782 -0.555 0.4464 1.0990 -0.4195
C 1.139 -3.377 -0.774 -0.1446 -2.4608 0.4560
O -0.713 0.521 -4.987 1.1776 -0.5112 -0.5406
O 0.286 -1.784 -3.765 0.5308 0.5600 0.4777
H -1.434 4.397 -3.094 0.0743 0.0614 0.3062
H 1.702 5.029 -0.158 -0.1661 -0.1405 -0.3208
H 0.150 5.980 -1.915 0.0107 -0.1683 0.0410
C -3.705 0.646 -0.743 -0.1979 0.1299 0.2636
C -2.922 -1.065 -2.885 0.0981 0.1800 -0.7259
H 2.884 3.084 0.622 -0.5595 0.1015 0.0886
H 1.494 2.563 1.640 0.2112 0.0512 -0.4394
H -1.300 1.401 -3.594 -0.4461 0.7235 0.7775
H -2.713 2.339 -2.904 0.3424 0.1603 -0.1851
C 3.276 0.030 2.103 0.0027 0.4115 0.6341
C 4.035 0.675 -0.498 0.1045 0.0254 -0.3690
H -1.742 -2.550 0.927 0.2910 -0.3656 -0.1566
H -1.741 -5.014 1.302 0.2624 -0.2986 -0.1268
H 0.087 -6.429 0.333 -0.0031 -0.0277 -0.0092
H 1.951 -5.363 -0.968 -0.1630 -0.2956 0.1659
H 1.962 -2.891 -1.311 -0.2945 -0.1871 0.0644
H 0.836 -1.208 -3.066 -0.5716 -0.5178 -0.5557
H 0.353 -2.672 -3.395 -0.1751 -0.0057 -0.0961
H -0.357 -0.344 -4.629 -0.1988 0.6469 -0.4651
H 0.032 0.940 -5.472 -0.7149 -0.6091 0.5221
H 1.345 -0.501 -2.147 0.2695 0.4917 0.2200
H -4.623 0.881 -1.302 0.2910 -0.0460 0.0901
H -3.901 -0.196 -0.062 0.0012 0.1618 -0.2867
H -3.438 1.493 -0.104 -0.1081 0.0218 -0.0661
H -3.802 -0.762 -3.469 0.2081 0.0070 0.1589
H -2.128 -1.407 -3.559 -0.1399 0.1884 0.0988
H -3.178 -1.943 -2.280 0.0234 0.3406 0.1753
H 4.932 1.148 -0.063 -0.4420 -0.0877 -0.0923
H 4.256 -0.379 -0.736 -0.0580 0.3861 0.1455
H 3.761 1.147 -1.447 0.1945 -0.0187 0.0482
H 4.274 0.457 2.278 -0.2546 -0.1657 0.0257
H 2.656 0.179 2.996 0.0834 0.1546 -0.3944
H 3.354 -1.066 2.010 0.0419 0.4261 -0.3161
C -2.383 0.111 3.944 -0.4159 0.0864 0.0962
Si -0.546 0.054 3.534 0.9282 -0.3994 -0.1616
C 0.436 1.474 4.345 -0.1636 0.1740 0.0424
C 0.275 -1.556 4.108 -0.1298 -0.0619 0.1732
O -0.299 0.123 1.924 -0.1599 0.3762 -0.1539
H -2.613 0.088 5.022 0.2218 0.0048 -0.2803
H -2.925 -0.736 3.491 0.3087 0.1732 0.0822
H -2.856 1.023 3.541 0.2336 -0.1871 0.0883
H 0.357 1.534 5.439 -0.1061 -0.0943 -0.2024
H 1.512 1.397 4.122 -0.3436 -0.0740 0.0093
H 0.103 2.442 3.944 0.0023 -0.1013 0.0784
H -0.104 -2.421 3.547 -0.0299 0.1787 0.0616
H 1.359 -1.525 3.920 -0.2757 0.1027 0.0301
H 0.141 -1.767 5.177 -0.0034 0.0411 -0.1150



3.
70
Properties=species:S:1:pos:R:3:forces:R:3 method="wB97M-V/def2-TZVPD" e_lumo_ha=0.0088 max_force_ev_per_a=6.009 energy_ev=-54480.4124 relative_energy_kj_mol=0.0 charge=0 homo_ev=-9.5057 smiles="CCC[C@]1(C(=O)NC(=O)F)OC(=O)O[C@@H]1Cl.CCOCC.CCOCC.CCOCC"
C 4.255 -3.095 -1.183 -0.3375 0.5768 -0.0164
C 3.274 -2.676 -2.318 0.7951 -0.4194 0.9363
C 2.404 -3.828 -2.828 -0.3554 0.8737 -1.0009
C 1.164 -4.004 -1.975 0.3878 -1.5184 -0.6360
C 0.252 -2.784 -2.110 2.3560 -1.1806 4.9335
O -0.199 -2.508 -3.124 -1.6566 1.5508 -4.5674
N -0.011 -2.054 -0.881 0.7544 -0.2713 -0.3956
C -0.462 -0.756 -1.183 1.5665 -1.5698 0.7898
O -1.544 -0.454 -1.395 -4.2277 1.1369 -0.5203
F 0.484 0.138 -1.187 1.7101 0.5043 -0.0398
O 1.593 -4.382 -0.669 -0.5922 1.3743 1.1071
C 0.997 -5.530 -0.267 1.3546 0.8872 -5.7868
O 0.784 -5.894 0.779 -0.6797 -1.5922 5.3318
O 0.716 -6.241 -1.430 -0.1821 -0.3173 -0.2283
C 0.217 -5.218 -2.260 -0.4982 0.7061 0.6424
Cl -0.152 -5.638 -3.909 0.4478 -0.2150 0.2684
H 5.281 -2.855 -1.448 0.1487 -0.1967 -0.1066
H 4.038 -2.504 -0.296 0.0030 -0.1352 0.1981
H 4.171 -4.142 -0.909 0.0743 -0.0814 -0.0760
H 2.664 -1.871 -1.909 -0.2286 0.0797 -0.2414
H 3.874 -2.240 -3.109 -0.1994 -0.0722 -0.3503
H 2.059 -3.558 -3.828 -0.1098 -0.1225 -0.0416
H 2.968 -4.749 -2.947 -0.0146 -0.2116 0.2975
H -0.734 -2.578 -0.395 0.0302 0.2058 0.3462
H -0.713 -4.931 -1.749 -0.4209 -0.0497 -0.7043
C 1.531 3.164 0.173 0.0186 0.1271 0.0742
C 1.821 2.179 1.293 -0.1259 0.0553 -0.1168
O 2.599 2.714 2.348 0.1938 -0.1099 0.0617
C 2.045 3.823 3.033 -0.1009 0.0858 0.0097
C 0.708 3.532 3.694 -0.0317 -0.1065 -0.0591
H 2.462 3.548 -0.248 -0.0034 -0.0418 -0.0083
H 0.963 2.676 -0.620 0.0234 -0.0120 0.0087
H 0.950 4.019 0.520 -0.0677 -0.0426 -0.0119
H 2.395 1.343 0.891 0.0897 0.0092 0.1118
H 0.891 1.754 1.689 -0.0390 0.1088 -0.0602
H 1.968 4.685 2.361 -0.0749 -0.0049 -0.0083
H 2.772 4.093 3.800 0.0791 -0.0987 -0.0629
H -0.059 3.263 2.966 -0.0190 0.0885 -0.0076
H 0.357 4.410 4.238 0.0229 -0.0067 0.0084
H 0.803 2.701 4.395 0.0261 0.0543 0.0077
C -3.980 4.727 -3.598 0.0770 -0.0322 0.0991
C -3.839 3.640 -4.651 -0.1027 0.0351 0.0510
O -2.676 2.847 -4.504 0.1678 -0.0018 -0.1534
C -2.553 2.133 -3.285 -0.0643 -0.0376 0.1189
C -3.682 1.152 -3.026 -0.2238 0.0920 -0.1271
H -3.107 5.383 -3.608 -0.0249 0.0078 -0.0306
H -4.871 5.326 -3.790 0.0185 -0.0029 -0.0278
H -4.068 4.313 -2.593 -0.0790 -0.0065 -0.0118
H -3.761 4.105 -5.635 0.1079 -0.0812 -0.0181
H -4.732 3.007 -4.676 -0.0260 0.0148 0.0669
H -2.445 2.832 -2.447 -0.0575 -0.0111 0.0286
H -1.613 1.585 -3.352 0.0131 0.0668 -0.1156
H -4.649 1.651 -2.942 0.0239 0.0345 0.0412
H -3.504 0.612 -2.100 0.0157 -0.0018 -0.0030
H -3.754 0.431 -3.842 0.0374 -0.0076 0.0175
C -0.547 0.231 6.113 -0.0067 0.0936 -0.1040
C -0.949 -1.073 5.444 0.1148 0.0252 0.0917
O -1.593 -0.901 4.194 -0.2207 -0.0861 -0.0507
C -0.844 -0.237 3.193 0.1332 0.0652 -0.0287
C 0.455 -0.935 2.829 -0.0035 -0.1150 0.0337
H -1.420 0.871 6.256 0.0027 -0.0259 0.0248
H -0.095 0.033 7.086 -0.0256 -0.0173 -0.0033
H 0.177 0.790 5.518 0.0542 -0.0646 0.0486
H -1.665 -1.595 6.080 -0.0803 -0.0123 -0.1199
H -0.085 -1.738 5.340 0.0478 0.0468 -0.0014
H -0.657 0.803 3.486 0.0654 -0.0153 0.0012
H -1.490 -0.198 2.314 -0.1085 -0.0366 0.0881
H 1.142 -0.994 3.674 0.0435 0.0868 -0.0296
H 0.960 -0.396 2.026 -0.0145 -0.0705 0.0379
H 0.260 -1.957 2.495 -0.0018 0.0093 -0.0104